(1)
Formula: C4H9NO2S
Source: the Open Molecules 2025 dataset
Level of theory: wB97M-V/def2-TZVPD

Computed properties:
2S+1 = 1
E_HOMO = -8.765 eV
ΔE to the lowest compared entry with this formula, charge and spin = 488.9 kJ/mol
HOMO-LUMO gap = 9.417 eV
Lowest unoccupied orbital energy = 0.65 eV
M = 135.188 g mol⁻¹

Element x y z (Å)
S 1.512 0.403 -0.115
O -1.515 -0.980 1.723
O -1.823 0.041 -2.039
N -0.675 -0.569 0.673
C 0.624 -0.031 -1.585
C -0.620 0.694 -2.210
C 0.893 0.216 2.577
C 0.468 -0.166 1.163
H 0.308 1.264 2.969
H -0.739 1.775 -1.770
H 0.342 -1.062 -1.742
H 0.227 -0.639 3.438
H 2.033 0.281 2.487
H -2.317 -1.151 1.277
H -0.605 0.757 -3.311
H 1.494 0.027 -2.257
H -1.692 -0.487 -1.101

(2)
Formula: C4H6ClF
Source: the Open Molecules 2025 dataset
Level of theory: wB97M-V/def2-TZVPD

Computed properties:
2S+1 = 1
E_HOMO = -9.894 eV
Structure (SMILES) = C[C@@]1(F)C[C@@H]1Cl
ΔE to the lowest compared entry with this formula, charge and spin = 85.6 kJ/mol
HOMO-LUMO gap = 10.816 eV
Lowest unoccupied orbital energy = 0.92 eV
M = 108.543 g mol⁻¹

Element x y z (Å)
Cl -1.920 -0.181 -0.226
F 0.711 -1.277 0.704
C -0.373 0.663 -0.334
C 2.080 -0.064 -0.778
C 0.396 1.191 0.861
C 0.883 -0.017 0.138
H -0.083 1.007 -1.275
H 1.896 -0.536 -1.800
H 1.067 2.034 0.738
H 2.965 -0.525 -0.302
H 0.115 1.025 1.871
H 2.369 0.921 -1.051

(3)
Formula: C54H48BrN5O2P2ReSi
Source: the Open Molecules 2025 dataset
Level of theory: wB97M-V/def2-TZVPD

Computed properties:
2S+1 = 4
E_HOMO (alpha / beta) = -12.250 / -12.301 eV
ΔE to the lowest compared entry with this formula, charge and spin = 76.5 kJ/mol
HOMO-LUMO gap (alpha / beta) = 7.031 / 5.733 eV
Lowest unoccupied orbital energy (alpha / beta) = -5.22 / -6.57 eV
Charge = +2
M = 1155.156 g mol⁻¹

Element x y z (Å)
Re -0.038 -0.318 0.234
Br -0.322 5.410 -6.269
P 2.441 -0.555 0.210
P -1.023 -0.316 2.522
Si 0.002 -2.768 0.509
O -0.092 1.912 -0.497
O -2.021 -0.485 -0.041
N 1.115 1.959 2.269
N -0.418 4.144 -0.496
N -3.937 -0.441 -5.351
N -3.525 0.212 -6.345
N -0.286 -0.583 -1.949
C -2.508 -3.666 4.341
C 5.248 0.574 3.696
C -2.261 -2.349 3.984
C 4.376 -0.504 3.800
C 3.424 2.252 -2.569
C 0.638 -0.750 -2.888
C 4.458 0.211 -3.311
C 3.531 -0.815 2.745
C -1.098 -4.415 2.543
C 3.530 -0.034 1.588
C 3.462 -5.045 0.162
C -1.988 -0.481 -3.710
C -3.555 2.849 2.055
C -4.263 -0.530 -2.976
C 4.192 1.561 -3.499
C -0.872 -3.094 2.129
C -1.602 -0.478 -2.354
C 0.332 -0.807 -4.249
C -4.945 0.906 2.328
C -3.839 -0.545 -1.623
C -2.268 2.696 -1.086
C -2.417 3.691 -5.451
C -2.424 2.051 2.176
C -2.549 0.676 2.387
C -3.122 2.494 -5.407
C 3.198 0.232 -1.251
C 4.413 1.038 1.484
C -0.367 0.182 4.151
C 2.823 -2.338 0.171
C -2.522 -0.481 -1.318
C -2.766 1.451 -6.253
C -1.746 1.634 -7.172
C -1.121 0.964 5.025
C -0.919 -3.670 -0.815
C 1.292 -0.130 5.876
C -0.993 2.803 -7.168
C 0.539 0.651 6.746
C 2.932 1.591 -1.452
C 0.833 -0.370 4.591
C 5.274 1.334 2.536
C -0.965 -0.684 -4.660
C 3.961 -0.456 -2.197
C -1.902 -4.701 3.633
C -3.815 0.106 2.444
C -0.666 1.190 6.322
C -1.331 3.817 -6.297
C 2.150 -4.642 0.338
C 4.472 -4.095 0.028
C 1.798 -3.283 0.345
C 4.159 -2.748 0.056
C -3.384 -0.418 -4.012
C -4.819 2.277 2.137
C -1.458 -2.056 2.874
C -0.851 2.891 -0.670
H -5.702 2.898 2.050
H 5.923 0.807 4.512
H 0.887 0.827 7.759
H -3.452 3.920 1.909
H 4.957 -2.011 0.011
H 5.047 -0.334 -4.041
H 5.971 2.156 2.443
H 3.200 3.300 -2.726
H 2.309 2.123 -0.742
H 1.383 -5.401 0.482
H -3.927 -0.963 2.573
H -2.272 2.397 -2.131
H -0.167 2.927 -7.858
H 4.367 -1.112 4.698
H -1.211 -0.799 -5.706
H -0.497 -3.463 -1.805
H 4.452 1.635 0.582
H -0.631 -5.240 2.004
H 4.159 -1.515 -2.083
H 0.543 4.320 -0.258
H -2.064 -5.732 3.933
H 4.582 2.075 -4.371
H -5.320 -0.576 -3.220
H -2.686 -1.546 4.579
H 1.398 -1.007 3.930
H 5.503 -4.409 -0.088
H -1.438 2.497 2.110
H 1.131 -0.977 -4.958
H 0.640 2.569 2.927
H -0.842 -4.753 -0.636
H 1.600 2.554 1.604
H -5.928 0.457 2.407
H -2.719 4.533 -4.841
H 2.230 -0.560 6.207
H -2.868 3.601 -0.967
H 2.901 -1.696 2.797
H -1.984 -3.404 -0.817
H 3.706 -6.102 0.146
H -4.561 -0.625 -0.816
H -1.263 1.785 7.002
H -3.160 -3.886 5.179
H -3.985 2.389 -4.759
H 1.652 -0.890 -2.562
H -2.704 1.889 -0.499
H -1.002 4.936 -0.704
H -1.518 0.834 -7.873
H 1.829 1.473 2.805
H -2.063 1.391 4.712

(4)
Formula: C5H5N3
Source: the Open Molecules 2025 dataset
Level of theory: wB97M-V/def2-TZVPD

Computed properties:
2S+1 = 1
E_HOMO = -9.091 eV
Structure (SMILES) = N=c1nccccn1
ΔE to the lowest compared entry with this formula, charge and spin = 228.3 kJ/mol
HOMO-LUMO gap = 7.983 eV
Lowest unoccupied orbital energy = -1.11 eV
M = 107.116 g mol⁻¹

Element x y z (Å)
N 0.978 -1.137 -0.039
N 0.943 1.359 -0.168
N 2.818 0.078 0.071
C 1.541 0.145 -0.132
C -1.426 0.666 0.073
C -0.262 1.594 -0.076
C -1.463 -0.622 -0.124
C -0.318 -1.429 -0.114
H -0.634 -2.480 0.208
H -2.425 -1.208 -0.185
H 3.064 -0.959 0.059
H -0.530 2.695 -0.013
H -2.286 1.296 0.439

(5)
Formula: C5H6O
Source: the Open Molecules 2025 dataset
Level of theory: wB97M-V/def2-TZVPD

Computed properties:
2S+1 = 1
E_HOMO = -9.515 eV
Structure (SMILES) = O=C1C=CCC1
ΔE to the lowest compared entry with this formula, charge and spin = 5.0 kJ/mol
HOMO-LUMO gap = 10.161 eV
Lowest unoccupied orbital energy = 0.65 eV
M = 82.102 g mol⁻¹

Element x y z (Å)
O 0.168 0.596 2.446
C 0.058 0.224 1.299
C 0.181 -1.142 -0.560
C -0.354 1.087 0.104
C 0.255 -1.154 0.773
C 0.042 0.254 -1.124
H 0.084 2.086 0.165
H -0.669 0.313 -1.953
H 1.018 0.574 -1.514
H 0.433 -2.011 1.414
H -1.446 1.197 0.144
H 0.229 -2.023 -1.195

(6)
Formula: C4H5NO2
Source: the Open Molecules 2025 dataset
Level of theory: wB97M-V/def2-TZVPD

Computed properties:
2S+1 = 1
E_HOMO = -9.983 eV
Structure (SMILES) = O=C[C@H]1CN=CO1
ΔE to the lowest compared entry with this formula, charge and spin = 122.5 kJ/mol
HOMO-LUMO gap = 10.616 eV
Lowest unoccupied orbital energy = 0.63 eV
M = 99.089 g mol⁻¹

Element x y z (Å)
O -0.261 1.287 -0.326
O 1.952 -0.613 1.619
N -1.678 -0.460 -0.601
C 1.419 0.302 1.044
C 0.583 0.130 -0.208
C -0.400 -1.059 -0.201
C -1.488 0.789 -0.622
H 1.200 0.093 -1.114
H -0.094 -1.830 -0.912
H -0.488 -1.536 0.783
H 1.474 1.347 1.410
H -2.219 1.549 -0.872

(7)
Formula: C4H15NO2
Source: the Open Molecules 2025 dataset
Level of theory: wB97M-V/def2-TZVPD

Computed properties:
2S+1 = 1
E_HOMO = -8.916 eV
Structure (SMILES) = CCNCC.O.O
ΔE to the lowest compared entry with this formula, charge and spin = 182.0 kJ/mol
HOMO-LUMO gap = 9.258 eV
Lowest unoccupied orbital energy = 0.34 eV
M = 109.169 g mol⁻¹

Element x y z (Å)
O -0.329 -3.648 2.648
O -3.137 -3.068 2.424
N 0.449 2.254 -1.253
C 1.233 2.189 -0.035
C 0.826 1.147 -2.206
C 0.387 1.522 -3.603
C 0.965 1.100 1.028
H -0.036 -4.256 1.946
H 0.056 0.517 1.099
H 0.905 1.054 -4.468
H 1.916 1.147 -2.185
H 0.534 0.188 -1.785
H -0.532 2.122 -1.025
H -2.975 -2.351 1.801
H 0.471 -3.527 3.179
H 0.927 3.101 0.478
H -0.637 1.290 -3.942
H 1.616 0.175 0.940
H 0.477 2.573 -3.847
H 1.440 1.527 1.913
H 2.315 2.176 -0.279
H -2.297 -3.503 2.659

(8)
Formula: C5H15NS
Source: the Open Molecules 2025 dataset
Level of theory: wB97M-V/def2-TZVPD

Computed properties:
2S+1 = 1
E_HOMO = -8.188 eV
Structure (SMILES) = CCCS.CCN
ΔE to the lowest compared entry with this formula, charge and spin = 26.2 kJ/mol
HOMO-LUMO gap = 9.086 eV
Lowest unoccupied orbital energy = 0.90 eV
M = 121.249 g mol⁻¹

Element x y z (Å)
S 2.293 -0.139 -1.067
N 0.045 1.736 -0.020
C 1.207 -2.139 0.590
C -0.239 -1.679 0.627
C -1.154 2.096 -0.802
C -2.278 1.086 -0.684
C 2.291 -1.075 0.497
H -0.221 1.362 0.882
H 1.326 -2.777 -0.293
H -2.109 0.221 -1.319
H 1.075 0.563 -0.865
H -2.428 0.731 0.336
H -0.886 -2.533 0.813
H 0.600 2.567 0.121
H -0.868 2.202 -1.849
H -0.405 -0.992 1.462
H -0.468 -1.177 -0.310
H -3.218 1.553 -0.975
H -1.513 3.083 -0.498
H 3.274 -1.531 0.625
H 1.463 -2.811 1.418
H 2.213 -0.349 1.312